Formula: C30H29MnN4O3
Source: the Open Molecules 2025 dataset
Level of theory: the ωB97M-V functional and the def2-TZVPD basis

Total energy, eV: -75006.452
<S²>: 0.945
Total charge: -1
F_max, eV/Å: 1.6
LUMO level (alpha / beta), eV: 2.75 / 2.74
Spin multiplicity: 2

XYZ file:
```
67
Properties=species:S:1:pos:R:3:forces:R:3:lowdin_spin:R:1
Mn 0.039 0.803 0.007 0.76 0.04 0.51 0.96
O 2.806 1.523 3.050 0.14 0.12 0.15 0.00
C 2.155 1.327 2.027 0.58 -0.20 0.01 0.00
N 0.862 1.507 1.794 -1.03 0.42 -0.37 0.00
C 0.324 2.757 2.204 0.14 -0.32 0.27 0.00
C 0.455 3.369 3.443 -0.03 -0.05 0.06 0.00
C -0.101 4.636 3.665 0.08 -0.20 0.02 0.00
C -0.781 5.279 2.648 -0.11 -0.06 -0.27 0.00
C -0.900 4.681 1.386 0.03 0.03 -0.02 0.00
C -0.330 3.431 1.155 0.12 -0.12 -0.40 0.00
N -0.387 2.675 -0.033 0.35 0.99 0.83 0.02
C -1.248 2.983 -1.005 -0.54 -0.90 0.11 0.00
O -1.315 3.953 -1.715 -0.35 1.19 -0.68 -0.01
C -2.335 1.905 -1.031 -0.01 1.07 -0.79 0.00
C -3.590 2.163 -1.534 -0.56 0.15 -0.34 0.00
C -4.632 1.292 -1.225 0.03 0.76 -0.52 0.00
C -4.370 0.205 -0.437 0.18 -0.60 0.42 0.00
C -3.060 -0.003 -0.027 -0.04 -0.50 0.20 0.00
N -2.073 0.825 -0.334 0.46 -0.95 1.26 -0.01
C 2.904 1.010 0.741 0.48 0.09 1.14 0.00
C 4.287 0.993 0.719 0.46 -0.06 0.07 0.00
C 4.941 0.916 -0.501 0.23 0.04 0.62 0.00
C 4.184 0.845 -1.647 -0.35 -0.01 -0.47 0.00
C 2.804 0.858 -1.520 0.06 -0.06 -0.39 0.00
N 2.183 0.955 -0.352 -1.08 -0.35 -0.87 0.00
H 0.987 2.846 4.228 -0.04 0.04 -0.07 0.00
H -0.012 5.103 4.641 0.04 -0.05 -0.07 0.00
H -1.222 6.256 2.823 0.02 -0.10 -0.05 0.00
H -1.421 5.189 0.579 0.12 -0.01 0.07 0.00
H -3.727 3.064 -2.121 -0.04 -0.09 0.04 0.00
H -5.635 1.472 -1.593 0.01 0.07 0.00 0.00
H -5.150 -0.492 -0.155 0.11 0.02 0.02 0.00
H -2.781 -0.876 0.552 0.02 0.00 -0.01 0.00
H 4.807 1.064 1.666 -0.04 -0.01 -0.09 0.00
H 6.024 0.928 -0.555 -0.04 -0.04 0.04 0.00
H 4.641 0.789 -2.629 -0.09 0.01 0.08 0.00
H 2.169 0.806 -2.391 -0.10 -0.05 -0.13 0.00
C -0.110 -1.014 -3.393 0.08 -0.28 -0.38 0.00
C -0.956 -2.204 -2.946 -0.06 0.18 0.30 0.00
C -2.420 -1.776 -2.783 0.05 0.12 -0.03 0.00
C -0.475 -2.979 -1.716 -0.01 -0.17 -0.16 0.00
C -0.602 -4.367 -1.812 0.09 0.10 -0.07 0.00
C -0.261 -5.224 -0.782 0.00 0.05 0.05 0.00
C 0.230 -4.659 0.389 -0.06 0.06 -0.02 0.00
C 0.362 -3.286 0.557 0.12 -0.20 0.08 0.00
C 0.974 -2.804 1.867 0.00 0.32 -0.21 0.00
C 2.388 -2.258 1.607 -0.08 0.04 0.16 0.00
C 0.114 -1.801 2.644 0.00 -0.45 0.27 0.00
C 0.003 -2.399 -0.504 -0.22 0.21 0.14 0.00
O 0.071 -1.099 -0.343 0.03 -0.56 -0.37 0.02
H -0.545 -0.570 -4.298 0.08 -0.09 0.09 0.00
H 0.911 -1.332 -3.626 -0.02 0.05 0.05 0.00
H -0.062 -0.251 -2.637 0.02 0.32 0.34 0.00
H -0.917 -2.920 -3.767 -0.06 -0.13 -0.09 0.00
H -2.503 -1.003 -2.015 0.04 -0.21 -0.27 0.00
H -3.039 -2.625 -2.482 0.00 0.03 0.00 0.00
H -2.820 -1.368 -3.722 0.07 -0.05 0.13 0.00
H -0.978 -4.785 -2.746 0.02 0.07 0.09 0.00
H -0.370 -6.298 -0.887 0.02 0.07 0.01 0.00
H 0.523 -5.308 1.210 -0.01 0.03 0.00 0.00
H 1.069 -3.688 2.502 0.05 -0.08 0.01 0.00
H 2.344 -1.479 0.846 0.01 -0.02 0.01 0.00
H 3.042 -3.054 1.240 -0.01 0.03 0.00 0.00
H 2.830 -1.828 2.517 -0.09 -0.08 -0.16 0.00
H -0.064 -0.902 2.082 -0.05 0.34 -0.20 0.00
H 0.617 -1.509 3.575 -0.08 -0.07 -0.10 0.00
H -0.855 -2.249 2.900 0.12 0.06 -0.02 0.00
```
Positions in Å, forces in eV/Å.